1.
{
  "formula": "C12H15BCl2N6O2Zn",
  "method": "ωB97M-V/def2-TZVPD",
  "de_lowest_ev": 3.462,
  "homo_energy_ev": [-15.22, -15.20],
  "total_energy_ev": -99841.1072,
  "gap_ev": [4.50, 4.45],
  "spin_multiplicity": 1,
  "total_charge": 2,
  "species": ["C", "N", "N", "C", "C", "B", "N", "N", "C", "C", "C", "Zn", "N", "N", "C", "C", "C", "H", "H", "H", "H", "H", "H", "H", "H", "H", "H", "H", "C", "H", "H", "H", "Cl", "C", "Cl", "C", "O", "O", "H"],
  "xyz": [[-0.0095, -2.3073, 1.9951], [-0.6717, -1.4297, 1.2125], [-2.0077, -1.6379, 1.3705], [-2.1859, -2.6496, 2.2559], [-0.9376, -3.1065, 2.6810], [-3.1312, -0.8866, 0.5638], [-2.9105, 0.6388, 0.7186], [-1.6980, 1.2132, 0.5281], [-1.8460, 2.5382, 0.7141], [-3.1873, 2.8326, 1.0246], [-3.8272, 1.5936, 1.0199], [0.0000, 0.0000, 0.0000], [-3.1337, -1.3006, -0.9179], [-2.0497, -1.1574, -1.7268], [-2.3998, -1.6940, -2.9031], [-3.7245, -2.1938, -2.8723], [-4.1571, -1.9192, -1.5797], [-1.6876, -1.6946, -3.7316], [-5.1085, -2.1095, -1.0823], [-4.2868, -2.6726, -3.6740], [-4.1872, -1.1957, 1.0739], [-4.8639, 1.3183, 1.2095], [-3.1937, -2.9718, 2.5128], [-3.6263, 3.8068, 1.2343], [-0.7285, -3.9052, 3.3904], [-0.9854, 3.2023, 0.6295], [1.0788, -2.2994, 2.0146], [-0.4191, 0.3748, -1.6854], [0.3913, 1.0352, -1.3241], [0.0365, 2.0761, -1.3258], [1.0719, 0.9786, -0.1899], [1.2950, 0.8974, -1.9319], [4.0126, -1.5034, -1.9766], [2.8141, -1.9677, -0.7449], [2.8268, -0.7412, 0.5400], [1.4819, -2.2008, -1.4085], [1.4067, -3.1567, -2.3053], [0.3885, -1.5013, -1.1604], [3.1400, -2.9204, -0.2768]]
}

***

2.
{
  "formula": "C12H15BeF9N5O21",
  "method": "ωB97M-V/def2-TZVPD",
  "de_lowest_ev": 2.552,
  "homo_energy_ev": 0.52,
  "total_energy_ev": -87971.9981,
  "gap_ev": 5.16,
  "spin_multiplicity": 1,
  "total_charge": -3,
  "species": ["Be", "N", "O", "O", "O", "N", "O", "O", "O", "N", "O", "O", "O", "N", "O", "O", "O", "N", "O", "O", "O", "C", "C", "O", "C", "O", "C", "F", "F", "F", "H", "H", "H", "H", "H", "C", "C", "O", "C", "O", "C", "F", "F", "F", "H", "H", "H", "H", "H", "C", "C", "O", "C", "O", "C", "F", "F", "F", "H", "H", "H", "H", "H"],
  "xyz": [[-23.3428, -17.3139, 26.1282], [-24.2365, -14.1501, 24.7781], [-24.2645, -15.0224, 25.6152], [-23.1592, -13.5713, 24.4833], [-25.1064, -13.9762, 23.9421], [-24.3683, -20.8463, 25.8072], [-23.9124, -21.8407, 25.2629], [-23.6621, -19.8308, 25.8147], [-25.4862, -20.8186, 26.3283], [-26.0887, -17.5620, 23.5727], [-25.0266, -17.4365, 24.1534], [-26.9813, -18.2194, 24.0926], [-26.3579, -16.8411, 22.6216], [-20.2611, -15.3898, 25.1190], [-21.3425, -15.8021, 25.5339], [-20.3194, -14.5403, 24.2034], [-19.2165, -15.8334, 25.5487], [-25.5840, -18.0419, 28.2344], [-24.4540, -18.1023, 28.6672], [-25.6719, -17.4996, 27.1520], [-26.5417, -18.5910, 28.7074], [-22.5044, -16.4355, 31.7230], [-21.3785, -16.1247, 30.7380], [-21.5763, -14.9331, 30.0565], [-22.3254, -14.8660, 28.9255], [-22.7296, -15.8437, 28.2650], [-22.5919, -13.4445, 28.3788], [-23.9207, -13.2640, 28.1449], [-22.1458, -12.5881, 29.2649], [-21.9642, -13.2097, 27.3425], [-22.0722, -17.2659, 32.2813], [-23.4520, -16.7923, 31.3196], [-22.6344, -15.5621, 32.3620], [-21.1468, -16.9156, 30.0246], [-20.4579, -15.9186, 31.2839], [-19.8665, -20.5027, 25.1901], [-19.7932, -19.1605, 24.4547], [-20.6291, -19.3789, 23.2749], [-21.8233, -18.7459, 23.1235], [-22.1195, -17.8925, 23.9170], [-22.6727, -19.1449, 21.8824], [-21.8299, -19.6387, 20.9154], [-23.5120, -20.1040, 22.2944], [-23.3440, -18.0980, 21.4720], [-20.8590, -20.6350, 25.6207], [-19.1356, -20.6154, 25.9908], [-19.6737, -21.3962, 24.5962], [-18.7539, -19.0522, 24.1446], [-20.0583, -18.3318, 25.1113], [-22.0615, -22.0297, 28.2093], [-22.1064, -20.7911, 29.1455], [-20.8228, -20.1490, 29.1931], [-20.5667, -19.0975, 28.4042], [-21.3079, -18.6670, 27.5225], [-19.1028, -18.4829, 28.5892], [-18.4627, -19.0595, 29.6276], [-18.3972, -18.6074, 27.4975], [-19.1534, -17.1723, 28.7068], [-21.2788, -22.7146, 28.5357], [-21.6907, -21.6611, 27.2529], [-23.0295, -22.5046, 28.0493], [-22.4120, -21.1173, 30.1397], [-22.9045, -20.1005, 28.8734]]
}

***

3.
{
  "formula": "C12H15Br6Cl6O8Zr",
  "method": "ωB97M-V/def2-TZVPD",
  "homo_energy_ev": -16.24,
  "total_energy_ev": -525705.2545,
  "gap_ev": 1.77,
  "spin_multiplicity": 1,
  "total_charge": 3,
  "species": ["Zr", "C", "C", "O", "O", "H", "H", "H", "C", "Br", "Br", "Br", "H", "C", "Br", "Br", "Br", "H", "C", "Cl", "Cl", "Cl", "H", "C", "Cl", "Cl", "Cl", "H", "C", "C", "O", "C", "O", "O", "H", "H", "H", "H", "C", "C", "O", "C", "O", "O", "H", "H", "H", "H"],
  "xyz": [[2.2420, 0.9043, 2.3142], [-1.4271, 0.6175, 0.4122], [-0.1623, 0.8128, 1.1106], [0.9606, 1.1356, 0.5401], [0.0673, 0.7829, 2.3844], [-1.6557, 1.5160, -0.1694], [-2.2506, 0.3770, 1.0859], [-1.3472, -0.2567, -0.2447], [-2.8331, -3.7000, -0.8788], [-3.8408, -4.5917, 0.5028], [-3.8076, -3.0493, -2.3955], [-1.3346, -4.8493, -1.3886], [-2.3455, -2.8442, -0.4355], [-0.8995, 5.3464, -2.3266], [0.8033, 5.0274, -3.1853], [-1.0583, 4.1370, -0.8231], [-2.3139, 5.3367, -3.6414], [-0.8890, 6.3397, -1.9002], [0.0004, 0.5633, -3.2244], [-1.2954, 1.7594, -3.3980], [1.2361, 0.7216, -4.4663], [-0.6982, -1.0517, -3.2358], [0.4770, 0.7043, -2.2615], [-4.3906, -0.6954, 3.3049], [-4.7360, -0.2008, 1.6547], [-2.9499, -1.7318, 3.4260], [-5.7634, -1.5696, 3.9738], [-4.2206, 0.1927, 3.9001], [3.6615, 3.0348, -2.4719], [5.1120, 3.0888, -1.9353], [4.9283, 2.7657, -0.5451], [3.6690, 2.7586, -0.2329], [3.2415, 2.3497, 0.8743], [2.8958, 2.9167, -1.2570], [3.4802, 2.2415, -3.1902], [3.4424, 4.0026, -2.9115], [5.5108, 4.0898, -2.0738], [5.7406, 2.3650, -2.4446], [0.6446, -4.8484, 3.1355], [-0.5280, -4.6203, 2.1971], [-0.1107, -3.4116, 1.4871], [0.7796, -2.7976, 2.2122], [1.1580, -1.6339, 2.0825], [1.2171, -3.5217, 3.2245], [1.4732, -5.5155, 2.9033], [0.2383, -5.2320, 4.0716], [-1.4215, -4.3454, 2.7527], [-0.7002, -5.4209, 1.4870]]
}

***

4.
{
  "formula": "C12H15Cl2N2",
  "method": "ωB97M-V/def2-TZVPD",
  "de_lowest_ev": 0.000,
  "homo_energy_ev": -12.43,
  "total_energy_ev": -40706.6346,
  "gap_ev": 9.79,
  "spin_multiplicity": 1,
  "total_charge": 1,
  "species": ["C", "C", "C", "C", "C", "N", "C", "C", "N", "C", "C", "C", "H", "H", "H", "H", "H", "H", "H", "H", "H", "H", "H", "Cl", "C", "C", "Cl", "H", "H", "H", "H"],
  "xyz": [[-1.6331, -1.0200, -2.7158], [-1.5899, 0.1949, -2.0744], [-1.5748, 0.2288, -0.6993], [-1.6116, -0.9226, 0.0482], [-1.6385, -0.8762, 1.5666], [-0.9819, 0.3225, 2.1428], [-1.5801, 0.9392, 3.2261], [-0.7449, 1.9520, 3.5434], [0.2905, 1.9311, 2.6636], [0.1456, 0.9151, 1.8101], [-1.6361, -2.1453, -0.5911], [-1.6506, -2.1711, -1.9614], [-1.6748, -1.1086, -3.7955], [-1.5812, 1.1063, -2.6622], [-1.5324, 1.2124, -0.2363], [-2.6888, -0.8176, 1.8623], [-1.1565, -1.7525, 2.0066], [-2.5028, 0.6376, 3.6912], [-0.8610, 2.6525, 4.3562], [1.0896, 2.5455, 2.5877], [0.7962, 0.5754, 0.9949], [-1.6570, -3.0507, 0.0083], [-1.6905, -3.1256, -2.4783], [3.4787, 2.3239, -1.7016], [4.0796, 0.6540, -1.5441], [3.0172, -0.3611, -1.8784], [1.7051, -0.3845, -0.6629], [4.4517, 0.5240, -0.5306], [4.9161, 0.5481, -2.2329], [3.4504, -1.3598, -1.8948], [2.5657, -0.1677, -2.8484]]
}

***

5.
{
  "formula": "C12H15ClO3Os",
  "method": "ωB97M-V/def2-TZVPD",
  "homo_energy_ev": [-14.82, -17.79],
  "total_energy_ev": -33797.0168,
  "gap_ev": [7.00, 5.90],
  "spin_multiplicity": 5,
  "total_charge": 2,
  "s_squared": 6.02,
  "species": ["Cl", "C", "C", "C", "H", "C", "C", "H", "H", "H", "C", "Os", "C", "C", "O", "O", "H", "H", "H", "C", "C", "C", "O", "C", "H", "H", "H", "H", "H", "H", "H", "H"],
  "xyz": [[2.3178, -0.5003, 0.9625], [1.6493, 2.4414, -1.6205], [0.4453, 2.2033, -2.3828], [0.4542, 0.8380, -2.8087], [-0.3014, 2.9518, -2.6441], [1.6788, 0.2029, -2.3269], [2.3904, 1.2339, -1.5860], [3.3302, 1.0568, -1.0727], [1.9537, 3.3981, -1.1969], [-0.2805, 0.3475, -3.4466], [2.1089, -1.1830, -2.5398], [0.2516, 0.9693, -0.4406], [-1.5535, 1.4428, -0.5688], [0.2347, 1.6551, 1.3200], [-2.6760, 1.7742, -0.5852], [0.2059, 2.0493, 2.4074], [1.2392, -1.8452, -2.5755], [2.7533, -1.4834, -1.7112], [2.6604, -1.2807, -3.4805], [-1.3804, -2.2781, 2.3134], [-2.0738, -1.0178, 2.8247], [-2.1605, -0.2134, 1.5532], [-0.9335, -0.5937, 0.7456], [-0.2703, -1.6465, 1.5335], [-1.0036, -2.8972, 3.1045], [-2.0342, -2.8248, 1.6478], [-1.4277, -0.5038, 3.5270], [-3.0463, -1.1736, 3.2586], [-2.9856, -0.5259, 0.9202], [-2.1963, 0.8496, 1.7784], [0.4026, -1.1392, 2.2336], [0.2470, -2.3073, 0.8562]]
}

***

6.
{
  "formula": "C12H15F4I2InN2",
  "method": "ωB97M-V/def2-TZVPD",
  "homo_energy_ev": -14.35,
  "total_energy_ev": -47895.1563,
  "gap_ev": 6.41,
  "spin_multiplicity": 1,
  "total_charge": 2,
  "species": ["In", "C", "C", "N", "C", "C", "C", "C", "N", "C", "C", "F", "C", "F", "C", "C", "F", "C", "F", "H", "H", "H", "H", "H", "H", "H", "H", "H", "H", "H", "H", "H", "H", "H", "I", "I"],
  "xyz": [[2.6993, 0.7940, -2.3821], [-0.7669, -2.6611, 2.3976], [0.0059, -1.8345, 1.3811], [0.3530, -0.5000, 1.9371], [1.6830, -0.2590, 2.5899], [2.7383, -1.3074, 2.3205], [-0.4386, 0.4805, 1.7637], [-0.0597, 1.8146, -0.2733], [0.1005, 1.0616, -1.2933], [-0.9514, 0.7457, -2.2002], [-0.6305, -0.1527, -3.2144], [0.6107, -0.7004, -3.2378], [-1.5259, -0.5034, -4.2051], [-1.1444, -1.3479, -5.1490], [-2.8047, 0.0188, -4.1941], [-3.1563, 0.8944, -3.1866], [-4.3730, 1.4047, -3.1339], [-2.2475, 1.2577, -2.2017], [-2.6500, 2.1075, -1.2538], [-1.0786, -3.5931, 1.9297], [-1.6566, -2.1335, 2.7415], [-0.1534, -2.9042, 3.2649], [-0.5816, -1.6577, 0.4806], [0.9238, -2.3323, 1.0877], [1.4930, -0.1723, 3.6610], [2.0162, 0.7256, 2.2591], [2.4766, -2.2779, 2.7404], [3.6583, -0.9807, 2.8030], [2.9469, -1.4357, 1.2579], [-0.2829, 1.3783, 2.3561], [-1.4636, 0.2830, 1.4645], [0.8363, 2.2551, 0.1657], [-0.9684, 2.3850, -0.0975], [-3.5202, -0.2572, -4.9577], [3.2863, 3.6105, 0.8686], [4.6265, 5.7944, 1.5099]]
}